Run P
{"formula": "H20O10Xe", "method": "the ωB97M-V functional and the def2-TZVPD basis", "homo_ev": -10.225, "homo_lumo_gap_ev": 10.1, "charge": 0, "elements": ["O", "H", "H", "O", "Xe", "O", "H", "O", "H", "O", "H", "O", "H", "O", "H", "H", "H", "H", "H", "H", "H", "O", "H", "O", "H", "H", "O", "H", "H", "H", "H"], "coordinates": [[-1.193, 3.029, 1.549], [0.515, 3.163, -1.292], [0.255, 4.608, -0.925], [0.383, -0.700, -3.182], [0.451, -0.140, -0.025], [-2.862, 1.458, -0.282], [2.926, -1.108, 4.174], [4.131, 0.145, 1.766], [-3.585, -2.060, 2.748], [0.620, 3.793, -0.580], [-0.168, -3.335, -0.638], [1.033, 2.205, -2.952], [0.294, -3.892, 0.691], [-1.484, -2.321, -1.909], [-2.143, -2.379, -1.217], [-0.554, 3.158, 0.848], [3.465, -0.160, 2.383], [-1.870, 2.476, 1.159], [1.933, -1.514, 3.106], [-2.513, -1.034, 2.444], [4.172, 1.091, 1.905], [0.191, -4.124, -0.232], [1.170, -1.109, -2.822], [2.233, -0.760, 3.614], [-0.339, -1.105, -2.702], [-2.738, 1.338, -1.224], [-2.716, -1.965, 2.356], [-2.670, 0.600, 0.096], [0.867, 1.280, -3.136], [1.957, 2.331, -3.164], [-1.758, -2.970, -2.557]]}

Run Q
{"formula": "H20O10Xe", "method": "the ωB97M-V functional and the def2-TZVPD basis", "homo_ev": -10.214, "homo_lumo_gap_ev": 10.2, "charge": 0, "elements": ["O", "H", "O", "H", "H", "H", "H", "H", "O", "O", "H", "O", "H", "H", "O", "H", "Xe", "H", "H", "H", "O", "H", "H", "H", "H", "H", "H", "O", "H", "O", "O"], "coordinates": [[2.104, 2.464, -2.535], [-0.676, 2.068, 1.970], [1.942, -3.340, -2.163], [-2.023, 2.210, 0.184], [2.598, 3.283, -2.510], [3.123, 0.243, -0.524], [2.527, 1.559, -0.974], [-3.165, -1.293, 2.071], [-0.672, 0.596, 3.112], [-0.861, 2.842, 1.438], [2.379, -2.591, -1.757], [2.001, -0.062, 2.452], [-0.411, 1.386, 3.586], [-0.087, -1.661, -4.508], [-3.228, -0.439, 2.498], [-3.611, -3.492, 1.450], [-0.349, -0.471, -0.756], [0.992, -2.540, -5.102], [2.054, 0.533, 1.704], [0.153, 0.154, 2.911], [-2.691, 2.024, -0.476], [-0.018, 3.289, 1.362], [-3.322, 1.462, -0.026], [2.368, -0.886, 2.130], [1.188, 2.734, -2.465], [1.585, -2.995, -2.981], [-2.237, -3.221, 0.873], [0.810, -1.960, -4.363], [-2.320, -0.192, 2.676], [-3.113, -2.842, 0.954], [2.959, 1.139, -0.230]]}

Most stable pick: run Q. Distance to second place: 21.2 kJ/mol.

Run P
{"formula": "C7H15NSi", "method": "the ωB97M-V functional and the def2-TZVPD basis", "homo_ev": -9.270, "homo_lumo_gap_ev": 10.1, "charge": 0, "elements": ["H", "H", "C", "H", "H", "C", "H", "H", "H", "H", "H", "C", "H", "N", "C", "H", "Si", "C", "H", "H", "C", "H", "H", "C"], "coordinates": [[-2.091, -0.889, 0.597], [-1.977, -3.351, -0.259], [-1.043, 2.000, 1.497], [0.581, -1.595, -0.803], [-0.693, 2.981, 1.237], [-1.148, -3.054, -0.928], [2.346, 0.120, -0.230], [-1.463, -3.074, -1.980], [-0.470, -3.908, -0.841], [1.545, 1.441, -1.132], [1.489, 0.631, 3.003], [-0.545, -1.738, -0.470], [-3.372, 0.124, -1.885], [-2.445, 0.191, -2.336], [0.809, -0.032, 2.532], [-0.946, 1.977, 2.673], [0.030, 0.609, 0.923], [-1.525, 0.241, -3.035], [2.098, 1.899, 0.391], [0.184, -0.431, 3.376], [1.710, 1.006, -0.121], [1.357, -0.914, 2.160], [-2.145, 1.878, 1.209], [-1.021, -0.797, 0.372]]}

Run Q
{"formula": "C7H15NSi", "method": "the ωB97M-V functional and the def2-TZVPD basis", "homo_ev": -8.256, "homo_lumo_gap_ev": 9.3, "charge": 0, "elements": ["H", "H", "H", "H", "H", "H", "C", "H", "H", "H", "H", "H", "H", "N", "C", "Si", "C", "H", "C", "H", "H", "C", "C", "C"], "coordinates": [[2.387, 0.237, 0.342], [-4.039, 1.017, -1.969], [2.178, -0.896, -2.207], [-1.372, -0.259, 2.770], [0.575, -0.465, -2.920], [0.296, 2.435, 1.098], [1.229, -0.347, -2.067], [-0.599, -2.644, 1.001], [1.461, 0.631, -1.878], [0.891, 2.012, -0.446], [-2.920, 1.839, -0.092], [1.222, -1.298, -0.212], [0.159, -2.055, -1.347], [-3.104, 0.525, -1.745], [-0.905, -2.106, 1.920], [-0.601, 0.130, 0.231], [-2.584, 1.059, -0.758], [1.913, 0.629, 2.031], [2.008, 1.014, 1.067], [-1.167, -2.752, 2.702], [2.920, 1.660, 1.100], [-1.082, -0.829, 1.789], [0.631, 1.488, 0.569], [0.500, -1.024, -0.979]]}

Most stable pick: run P. Distance to second place: 123.0 kJ/mol.

Run P
{"formula": "C2H3IN2O", "method": "the ωB97M-V functional and the def2-TZVPD basis", "homo_ev": -8.535, "homo_lumo_gap_ev": 9.1, "charge": 0, "elements": ["I", "H", "H", "C", "N", "O", "H", "C", "N"], "coordinates": [[2.946, -0.804, -0.536], [-0.728, -1.089, 0.663], [-0.054, 1.719, -1.345], [0.820, -0.623, -0.521], [0.336, -1.258, 0.485], [-2.325, 0.894, 0.658], [0.906, -1.840, 1.094], [-1.456, 1.273, -0.010], [-0.445, 1.729, -0.489]]}

Run Q
{"formula": "C2H3IN2O", "method": "the ωB97M-V functional and the def2-TZVPD basis", "homo_ev": -8.723, "homo_lumo_gap_ev": 8.0, "charge": 0, "elements": ["I", "C", "H", "H", "H", "N", "C", "O", "N"], "coordinates": [[-2.209, -1.281, 0.004], [1.064, -1.061, -0.274], [2.152, -1.264, -0.382], [1.237, 0.810, 0.985], [0.384, -1.658, -0.744], [-1.061, 0.357, 0.047], [0.777, 0.088, 0.343], [-0.830, 2.502, 0.061], [-1.515, 1.506, -0.039]]}

Most stable pick: run P. Distance to second place: 330.6 kJ/mol.

Run P
{"formula": "C4H5N2", "method": "the ωB97M-V functional and the def2-TZVPD basis", "homo_ev": [-14.077, -15.046], "homo_lumo_gap_ev": [6.9, 8.0], "charge": 1, "elements": ["H", "N", "C", "N", "C", "C", "H", "C", "H", "H", "H"], "coordinates": [[2.011, 1.068, 1.742], [-0.619, 1.417, -0.846], [-0.366, -0.944, 0.243], [-1.239, 0.550, -1.264], [0.555, 0.233, 0.285], [1.530, 1.031, 0.664], [-2.068, -1.376, -1.308], [-1.436, -0.706, -0.875], [2.102, 1.623, -0.039], [0.267, -1.821, 0.098], [-0.738, -1.074, 1.298]]}

Run Q
{"formula": "C4H5N2", "method": "the ωB97M-V functional and the def2-TZVPD basis", "smiles": "C=C=[NH+]CC#N", "homo_ev": -16.672, "homo_lumo_gap_ev": 11.6, "charge": 1, "elements": ["C", "C", "N", "H", "C", "H", "C", "N", "H", "H", "H"], "coordinates": [[-0.686, 1.752, -0.013], [1.473, -0.295, -0.004], [-0.792, -0.752, 0.133], [0.686, -2.102, 0.689], [0.572, -1.356, -0.009], [-0.647, 2.494, 0.878], [-0.904, 0.536, 0.072], [1.990, 0.704, 0.087], [-0.891, 2.119, -1.001], [0.788, -1.829, -1.069], [-1.588, -1.271, 0.237]]}

Run R
{"formula": "C4H5N2", "method": "the ωB97M-V functional and the def2-TZVPD basis", "homo_ev": -15.818, "homo_lumo_gap_ev": 7.8, "charge": 1, "elements": ["H", "H", "C", "N", "H", "H", "N", "C", "H", "C", "C"], "coordinates": [[2.718, 1.306, -0.009], [-2.283, 0.654, -0.847], [1.545, -0.757, 0.004], [-0.476, 0.039, -0.013], [-2.256, 0.535, 0.928], [-2.253, -0.946, -0.061], [0.254, -1.070, -0.006], [-1.903, 0.083, 0.002], [2.332, -1.489, 0.004], [1.812, 0.751, 0.008], [0.510, 0.894, -0.011]]}

Most stable pick: run Q. Distance to second place: 219.7 kJ/mol.